C6H5N7OS as an isolated structure at a distorted geometry. Source: the Open Molecules 2025 dataset; level of theory: ωB97M-V with the def2-TZVPD basis set.

Cartesian coordinates (Å):
S -0.06 2.51 -0.86
O 3.13 -0.56 0.71
N 0.24 1.41 1.36
N -1.12 1.83 1.32
N 1.88 -0.84 1.09
N -1.02 -1.57 0.74
N -2.15 -1.79 0.08
N -0.84 -0.99 -1.41
N 1.94 -0.35 -1.11
C -1.37 2.43 0.21
C -0.25 -1.03 -0.21
C 1.16 -0.73 -0.04
C 3.09 -0.29 -0.56
C -2.03 -1.50 -1.19
C 1.00 1.76 0.31
H 4.02 -0.08 -1.00
H -3.03 -2.09 0.43
H -2.78 -1.81 -1.96
H -2.35 2.80 0.01
H 0.56 0.87 2.09

Relative energy (zero: lowest compared OMol25 entry of this formula, charge and spin) ... 70.97 kJ/mol
Frontier orbital gap ... 9.349 eV
Strongest force on any atom ... 6.20 eV/A

The Mulliken scheme yields these atomic charges, measured in e: -0.04, -0.13, 0.26, -0.69, -0.59, -0.72, 0.21, -0.54, -0.43, -0.12, 0.36, 0.60, 0.16, -0.05, -0.17, 0.51, 0.19, 0.40, 0.48, 0.30

=====

C28H50FI3NO18 as an isolated structure at a distorted geometry. Source: the Open Molecules 2025 dataset; level of theory: ωB97M-V with the def2-TZVPD basis set.

Cartesian coordinates (Å):
I -1.05 -2.43 -3.04
I 2.80 -5.02 -1.35
I 0.53 -2.88 0.50
F 0.85 3.66 -0.16
O -0.54 6.64 4.92
O -2.70 6.00 4.79
O 5.76 -0.49 2.81
O 7.56 3.00 2.21
O -4.38 -6.80 1.15
O -3.37 0.82 -0.73
O -1.33 5.34 3.26
O 8.79 4.10 0.68
O -0.16 1.58 -1.72
O 7.54 2.47 0.02
O 5.67 -1.63 0.99
O -5.37 -0.14 -0.35
O -6.37 -2.32 -6.42
O -6.60 -1.35 -4.50
O 3.73 -1.08 2.02
O -2.88 -5.20 0.63
O -5.89 -3.49 -4.55
O -2.81 -6.07 2.60
N 1.31 -0.90 -1.71
C -6.03 -3.47 -7.20
C -3.33 -6.99 3.57
C 7.93 3.18 1.08
C -0.34 2.06 1.08
C -6.25 -2.49 -5.10
C 1.53 -2.28 -1.26
C 6.61 1.44 0.34
C -1.43 6.06 4.38
C 3.05 -2.68 -3.23
C -0.02 5.32 2.70
C -4.56 0.72 -0.08
C 4.87 -2.31 0.03
C -3.45 -6.10 1.43
C -3.39 0.30 -2.06
C 4.94 -1.07 1.96
C 2.35 -3.08 -1.96
C 9.30 4.94 1.72
C 1.40 0.07 -0.56
C -2.96 6.73 5.99
C 5.13 0.19 3.91
C -2.10 0.70 -2.74
C -0.87 0.37 -1.88
C 0.92 2.35 0.28
C 1.05 1.49 -0.99
C -3.47 -5.12 -0.67
C -4.73 1.74 1.01
C -6.54 -1.41 -3.08
C 0.04 -0.65 -2.56
H -2.37 6.34 6.82
H -4.25 2.68 0.75
H 2.08 -0.63 -2.32
H 0.74 -0.24 0.24
H -4.51 -4.82 -0.61
H 4.18 -1.61 -0.44
H -5.54 -1.64 -2.74
H -3.24 -8.01 3.21
H 8.49 5.49 2.19
H 4.33 -3.13 0.48
H -6.17 -3.19 -8.23
H 3.01 -3.52 -3.92
H -6.69 -4.30 -6.96
H -2.90 -4.36 -1.20
H 9.99 5.63 1.24
H -6.82 -0.42 -2.71
H -5.00 -3.75 -7.03
H -4.21 0.78 -2.60
H -3.38 -6.07 -1.20
H -1.23 2.15 0.47
H -1.24 -0.04 -0.94
H -4.01 6.60 6.21
H 1.80 2.20 0.90
H 4.49 0.99 3.55
H 5.55 -2.70 -0.73
H -0.32 1.05 1.49
H 7.05 0.72 1.02
H 4.56 -0.52 4.51
H 2.58 -1.84 -3.74
H 4.09 -2.46 -3.02
H 0.31 6.32 2.44
H -0.38 2.76 1.90
H -4.36 -6.76 3.80
H 0.36 -0.23 -3.50
H 0.69 4.86 3.40
H -2.03 0.29 -3.74
H 5.70 1.86 0.77
H -2.74 7.79 5.85
H -3.58 -0.77 -2.10
H 1.86 1.90 -1.59
H -2.12 1.78 -2.85
H -4.31 1.38 1.94
H -7.24 -2.15 -2.69
H 2.44 0.08 -0.25
H -2.72 -6.86 4.46
H 9.84 4.35 2.46
H -5.79 1.90 1.12
H -0.06 4.72 1.80
H 5.94 0.61 4.51
H 6.37 0.94 -0.60

Relative energy (zero: lowest compared OMol25 entry of this formula, charge and spin) ... 27.75 kJ/mol
Net charge ... +1
Frontier orbital gap ... 9.225 eV
Strongest force on any atom ... 1.44 eV/A

Atomic partial charges in e from the Mulliken method, atoms 1 to 99: 0.17, 0.20, 0.22, -0.38, -0.54, -0.31, -0.33, -0.55, -0.52, -0.19, -0.27, -0.35, -0.50, -0.37, -0.33, -0.53, -0.34, -0.34, -0.52, -0.14, -0.56, -0.27, 0.94, -0.61, -0.65, 0.72, -1.37, 0.81, -0.53, -0.49, 0.75, -1.49, -0.53, 0.66, -0.25, 0.66, -0.13, 0.78, 0.31, -0.62, -1.93, -0.64, -0.64, -1.97, 1.26, 0.29, -0.04, -0.41, -1.17, -0.43, -1.06, 0.30, 0.34, 0.57, 0.82, 0.33, -0.10, 0.12, 0.30, 0.30, 0.30, 0.22, 0.51, 0.30, -0.18, 0.22, 0.19, 0.28, 0.63, 0.35, 0.31, 0.49, 0.22, 0.35, 0.25, 0.33, 0.38, 0.34, 0.34, 0.41, 0.30, 0.44, 0.34, 0.30, 0.58, 0.34, 0.50, 0.27, 0.30, -0.06, 0.47, 0.36, 0.29, 0.40, 0.22, 0.21, 0.30, 0.35, -0.06

=====

A 5-piece molecular cluster, C2H15N2O4 overall at a distorted geometry. Source: the Open Molecules 2025 dataset; level of theory: ωB97M-V with the def2-TZVPD basis set.

Cartesian coordinates (Å):
O 3.23 0.22 0.48
O -1.13 -1.30 -1.80
O -0.59 2.88 -1.52
O 2.08 -2.70 1.78
N -2.90 0.88 0.67
N 0.54 -0.32 0.32
C -1.62 0.73 0.19
C -0.75 0.03 0.92
H 1.16 -0.56 1.09
H 0.33 3.16 -1.63
H 2.59 -2.68 0.97
H 1.02 0.47 -0.11
H -1.41 1.24 -0.74
H 1.84 -3.58 2.09
H -2.08 -1.19 -1.67
H -3.57 1.33 0.06
H 0.43 -1.02 -0.42
H -1.14 3.50 -2.01
H 4.10 0.28 0.07
H -1.00 -1.89 -2.55
H -3.30 0.08 1.13
H 3.17 1.06 0.95
H -1.01 -0.62 1.74

Relative energy (zero: lowest compared OMol25 entry of this formula, charge and spin) ... 131.31 kJ/mol
Net charge ... +1
Frontier orbital gap ... 9.382 eV
Strongest force on any atom ... 1.47 eV/A

The Mulliken scheme yields these atomic charges, measured in e: -0.62, -0.60, -0.59, -0.62, -0.50, -0.13, 0.02, -0.66, 0.38, 0.28, 0.31, 0.35, 0.53, 0.31, 0.30, 0.25, 0.26, 0.28, 0.31, 0.29, 0.24, 0.32, 0.29

=====

C8H10BrNPd as an isolated structure at a distorted geometry. Source: the Open Molecules 2025 dataset; level of theory: ωB97M-V with the def2-TZVPD basis set.

Cartesian coordinates (Å):
Pd -0.15 -0.36 0.99
Br 0.74 -0.22 3.67
N 1.26 1.29 0.31
C 0.14 -2.36 1.09
C 0.72 2.60 -1.70
C 0.41 1.92 -0.53
C -1.24 -2.07 0.83
C 0.03 -1.21 -0.90
C -1.30 -1.35 -0.40
C -0.97 1.62 -0.05
C 0.92 -1.83 0.02
H 2.26 1.25 0.09
H -2.20 -0.95 -0.86
H -2.08 -2.28 1.48
H -1.26 2.15 0.87
H -1.75 1.49 -0.79
H -0.11 2.97 -2.28
H 2.00 -1.83 -0.04
H 1.77 2.68 -1.98
H 0.30 -0.72 -1.83
H 0.52 -2.80 2.00

Relative energy (zero: lowest compared OMol25 entry of this formula, charge and spin) ... 0.00 kJ/mol
Net charge ... -2
Multiplicity ... 3
Frontier orbital gap (alpha / beta) ... 4.447 / 5.360 eV
Strongest force on any atom ... 8.57 eV/A

The Mulliken scheme yields these atomic charges, measured in e: 0.11, -0.79, -0.44, -0.75, -1.19, 0.81, -0.71, -0.44, -0.46, -0.89, -0.41, 0.07, 0.44, 0.35, 0.12, 0.33, 0.29, 0.36, 0.25, 0.41, 0.54

=====

Number 1: energy -29612.254 eV, molecular weight 223.22 u. Number 2: energy -95204.142 eV, molecular weight 1088.41 u. Number 3: energy -13481.125 eV, molecular weight 131.15 u. Number 4: energy -83465.436 eV, molecular weight 306.50 u.